A cluster of 10 separate species, C40H63N9O2S in total at a distorted geometry. Source: OMol25; level of theory: ωB97M-V/def2-TZVPD.

Atoms and positions in Å:
1 C -3.882 2.806 4.849
2 C -3.506 2.206 3.481
3 C -3.872 3.154 2.326
4 C -5.222 3.712 2.468
5 N -6.262 4.134 2.534
6 H -3.516 3.824 4.974
7 H -3.527 2.128 5.626
8 H -4.970 2.857 4.932
9 H -4.110 1.315 3.312
10 H -2.447 1.965 3.512
11 H -3.900 2.595 1.386
12 H -3.176 3.992 2.259
13 C -6.076 0.236 -1.085
14 C -5.338 0.153 -2.426
15 C -3.951 0.808 -2.373
16 C -3.945 2.190 -1.938
17 N -3.921 3.266 -1.611
18 H -5.583 -0.360 -0.319
19 H -7.158 0.064 -1.119
20 H -6.145 1.299 -0.792
21 H -5.974 0.703 -3.126
22 H -5.252 -0.888 -2.727
23 H -3.656 0.723 -3.422
24 H -3.245 0.240 -1.773
25 C 1.570 0.276 1.655
26 C 0.676 1.490 1.589
27 C -0.689 1.145 0.979
28 C -0.608 1.011 -0.451
29 N -0.543 0.905 -1.586
30 H 1.527 -0.396 0.793
31 H 1.133 -0.396 2.408
32 H 2.610 0.445 1.920
33 H 1.073 2.322 1.001
34 H 0.560 1.937 2.581
35 H -1.427 1.883 1.305
36 H -1.098 0.231 1.429
37 C -0.593 0.905 6.808
38 C -1.048 -0.457 7.301
39 C -1.013 -1.562 6.273
40 C -1.487 -1.129 4.958
41 N -1.855 -0.759 3.908
42 H 0.483 0.903 6.619
43 H -0.802 1.612 7.608
44 H -1.080 1.179 5.875
45 H -2.060 -0.393 7.710
46 H -0.443 -0.795 8.145
47 H -1.567 -2.434 6.612
48 H 0.022 -1.881 6.096
49 C 4.654 4.495 -3.637
50 C 4.235 3.159 -4.260
51 C 3.968 2.079 -3.222
52 C 3.184 2.502 -2.048
53 N 2.704 2.792 -1.059
54 H 5.438 4.292 -2.898
55 H 3.840 5.023 -3.143
56 H 5.124 5.144 -4.376
57 H 5.114 2.760 -4.788
58 H 3.473 3.242 -5.028
59 H 4.840 1.584 -2.786
60 H 3.398 1.247 -3.653
61 C 1.052 -1.275 -6.779
62 C -0.061 -0.574 -5.942
63 C -0.501 0.685 -6.664
64 S 1.093 1.353 -7.245
65 O 1.897 1.735 -6.107
66 O 1.049 2.190 -8.408
67 C 1.599 -0.273 -7.789
68 H 0.715 -2.176 -7.282
69 H 1.803 -1.558 -6.042
70 H 0.221 -0.273 -4.944
71 H -0.927 -1.233 -5.837
72 H -0.903 1.508 -6.069
73 H -1.071 0.590 -7.589
74 H 2.685 -0.275 -7.896
75 H 1.169 -0.488 -8.766
76 N 5.072 -1.943 -3.145
77 C 4.852 -2.228 -1.827
78 C 3.530 -1.956 -1.580
79 C 2.900 -1.626 -2.812
80 C 3.897 -1.559 -3.744
81 H 5.935 -2.130 -3.615
82 H 5.692 -2.516 -1.224
83 H 3.096 -2.052 -0.599
84 H 1.884 -1.301 -2.968
85 H 3.898 -1.337 -4.799
86 N 5.361 -0.791 5.242
87 C 4.311 -1.071 4.392
88 C 3.319 -0.208 4.742
89 C 3.661 0.436 5.954
90 C 4.928 -0.003 6.261
91 H 6.309 -1.107 5.184
92 H 4.457 -1.730 3.557
93 H 2.429 -0.198 4.132
94 H 2.996 0.969 6.608
95 H 5.560 0.153 7.119
96 N -0.085 -3.639 0.900
97 C 0.985 -4.388 0.558
98 C 1.956 -4.106 1.494
99 C 1.404 -3.242 2.458
100 C 0.133 -2.933 2.038
101 H -0.978 -3.532 0.440
102 H 1.019 -5.022 -0.305
103 H 2.974 -4.423 1.332
104 H 1.911 -2.787 3.294
105 H -0.655 -2.350 2.475
106 N -4.459 -3.182 0.038
107 C -4.487 -3.626 -1.258
108 C -3.491 -2.994 -1.950
109 C -2.752 -2.230 -0.989
110 C -3.376 -2.354 0.221
111 H -5.060 -3.460 0.787
112 H -5.250 -4.280 -1.649
113 H -3.333 -3.110 -3.007
114 H -1.924 -1.564 -1.191
115 H -3.120 -2.002 1.208

Atomic forces in eV per Å
-0.40 -0.54 -0.47
-0.85 0.75 0.48
0.00 -0.14 0.01
3.03 -1.21 -0.27
-2.99 1.18 0.29
0.29 -0.08 0.13
0.10 0.29 0.20
0.03 0.03 0.07
0.37 -0.32 0.22
0.04 -0.15 -0.48
0.35 0.26 -0.08
0.02 -0.07 -0.18
-0.41 1.08 0.04
-1.07 0.44 1.16
-0.47 -0.92 -0.95
0.00 -2.66 -0.99
0.00 2.91 1.02
-0.16 0.06 0.15
0.26 -0.90 -0.30
0.70 -0.24 0.26
0.29 -0.19 -0.33
0.15 0.05 -0.22
0.71 0.44 0.17
-0.01 -0.03 0.05
-0.43 -1.12 0.43
0.18 0.79 -0.38
-0.29 -0.06 1.62
-0.32 0.10 0.27
0.03 -0.23 -0.92
0.13 0.56 -0.43
0.24 0.21 0.18
0.01 0.28 -0.08
0.32 -0.30 -0.14
-0.25 -0.33 0.08
0.05 0.26 -0.61
0.26 -0.16 -0.23
0.36 -0.36 0.30
-0.39 0.09 0.61
0.67 -0.28 -0.64
-1.21 0.73 -2.44
0.87 -0.89 2.43
0.01 0.04 0.00
0.02 0.35 -0.25
-0.19 0.20 0.12
-0.07 0.12 -0.16
0.12 0.11 -0.01
-0.09 -0.07 -0.14
-0.06 -0.05 0.10
0.44 -0.36 -0.06
1.40 0.01 -0.05
-1.38 -0.76 0.44
0.97 -0.30 -1.16
-0.82 0.44 1.16
-0.19 0.12 0.08
-0.06 -0.03 -0.02
-0.25 0.08 -0.09
-0.14 0.23 -0.16
-0.38 0.01 0.33
0.30 0.41 -0.27
0.08 0.15 -0.15
0.32 0.49 1.15
-1.29 -0.22 -0.64
0.81 1.69 -0.43
0.34 -1.45 -0.41
-0.27 -0.01 0.00
-0.47 0.62 0.04
0.51 -0.47 -0.04
-0.20 -0.02 0.05
0.22 -0.20 -0.27
0.50 -0.17 0.23
0.09 0.00 0.07
-0.29 -0.42 0.21
-0.15 -0.33 0.15
-0.06 0.02 0.08
-0.05 0.45 -0.10
-0.21 -0.06 -0.20
-0.16 0.62 -0.43
0.08 -0.75 0.60
0.28 0.82 0.26
0.51 -0.58 -0.40
0.10 0.10 -0.19
-0.15 -0.07 0.32
-0.29 0.01 -0.07
-0.06 -0.12 0.10
-0.15 0.07 0.02
-0.16 -0.96 0.58
1.59 1.12 -0.20
-1.22 -0.97 -0.57
0.17 -0.57 0.30
0.02 0.71 -0.08
-0.05 -0.41 -0.11
-0.14 0.06 -0.22
-0.29 0.38 0.49
0.06 0.36 -0.04
-0.02 0.26 -0.03
-1.74 0.38 -0.13
0.52 0.43 0.28
0.40 -0.61 -0.71
0.22 0.75 0.12
0.35 -0.56 0.25
0.21 -0.44 -0.35
-0.08 0.05 -0.21
0.05 -0.16 0.55
0.03 -0.11 0.09
0.02 0.19 0.04
0.54 -0.19 0.08
-0.49 0.46 -0.19
0.25 -0.20 0.64
0.09 0.51 -0.53
-0.29 -0.45 -0.09
-0.19 -0.22 0.01
-0.07 0.00 0.27
0.24 0.07 -0.03
0.11 -0.19 0.01
-0.05 0.23 -0.06

Summary:
SMILES: O=S1(=O)CCCC1.c1cc[nH]c1.c1cc[nH]c1.c1cc[nH]c1.c1cc[nH]c1.CCCC#N.CCCC#N.CCCC#N.CCCC#N.CCCC#N
2S+1: 1
LUMO energy, eV: 0.5